Record 1
Density functional theory data (ωB97M-V with the def2-TZVPD basis set) for a 2-piece molecular cluster, C5H6N2O3 overall at a distorted geometry.

The geometry in ORCA input format:
```
! wB97M-V def2-TZVPD RIJCOSX def2/J DEFGRID3
* xyz 0 1
O 0.82 2.87 1.57
O 0.59 5.11 1.01
O -0.01 -0.85 -1.66
N -0.65 1.05 -0.34
N -2.23 3.91 -0.17
C -0.09 -0.12 -0.48
C -1.81 3.02 -0.79
C 0.33 -0.69 0.84
C -1.23 1.82 -1.23
C 0.65 3.99 1.26
H -0.71 1.41 0.58
H -1.37 1.56 -2.33
H 0.44 -1.76 -1.65
H 0.97 0.11 1.35
H -0.63 -0.74 1.44
H 0.83 -1.56 0.83
*
```

Properties
LUMO energy (alpha / beta): 0.00174 / 0.00174 Ha
Frontier orbital gap (alpha / beta): 6.9 / 6.9 eV
E_HOMO (alpha / beta): -6.8 / -6.8 eV

***

Record 2
Density functional theory data (ωB97M-V with the def2-TZVPD basis set) for a 12-piece molecular cluster, C48H76O22 overall at a distorted geometry.

The geometry in ORCA input format:
```
! wB97M-V def2-TZVPD RIJCOSX def2/J DEFGRID3
* xyz 0 1
O -8.14 -6.99 1.30
O 9.64 -0.95 -5.34
O 5.91 -3.69 2.10
O 5.95 8.19 -2.41
O -7.03 -2.13 -9.39
O -7.75 0.65 3.42
O -7.03 -2.11 -7.15
O -6.89 -7.56 3.05
O -1.65 -3.78 -8.13
O 6.04 6.45 -3.78
O 2.25 -8.27 -2.93
O 5.20 4.60 7.85
O -2.27 -5.25 -6.65
O -6.82 0.98 1.35
O -3.84 8.82 -1.87
O 8.24 -2.68 -4.83
O 6.71 -3.84 4.23
O 2.46 -10.06 -1.60
O -4.86 6.91 -2.33
O 1.37 0.75 0.63
O -3.41 5.22 6.10
O 0.34 0.55 -1.30
C -0.47 -1.57 -1.27
C 5.80 7.11 -0.34
C -3.88 6.13 7.12
C -7.04 -0.04 -8.19
C 6.16 -1.52 -4.95
C 4.94 3.76 6.72
C -1.84 -5.01 -7.77
C 6.50 4.49 8.41
C -8.10 2.79 2.49
C -6.55 0.10 -6.79
C 1.24 -9.47 0.27
C -0.10 -1.15 0.17
C -3.96 7.55 -1.75
C 6.27 3.16 6.38
C -2.24 4.50 6.62
C 7.24 4.03 7.13
C -0.62 -0.32 -1.97
C -3.64 5.32 8.38
C -5.63 -7.21 3.59
C -7.02 -1.19 -6.13
C 7.21 -0.79 -5.81
C -1.61 -5.00 -10.07
C 1.83 -10.64 -0.48
C 0.87 -8.58 -0.91
C 0.68 0.11 -0.14
C 7.95 -3.62 4.88
C -1.41 -5.92 -8.89
C 8.98 -3.24 3.85
C -5.20 -5.91 2.94
C 6.78 -3.45 2.92
C 8.53 -1.44 -5.34
C -2.46 4.38 8.09
C 6.83 -2.87 -4.77
C -2.32 8.26 -0.21
C 5.86 6.91 -2.66
C -1.34 -3.63 -9.47
C -7.03 -1.52 -8.35
C -5.95 -5.86 1.62
C -2.75 7.03 -0.96
C 5.44 6.18 -1.40
C 1.96 -8.92 -1.91
C -9.00 2.55 3.68
C -2.76 9.38 -1.16
C -7.11 -6.83 1.95
C -8.29 1.47 4.50
C 8.12 -2.71 2.68
C 5.51 8.42 -1.06
C -7.50 1.37 2.28
H -0.33 -6.09 -8.84
H 1.11 -11.38 -0.82
H -1.26 8.30 0.03
H -0.92 -5.26 -10.87
H -7.36 3.55 2.74
H 4.37 6.01 -1.45
H -8.64 3.08 1.59
H 0.49 -9.72 1.03
H -1.43 5.18 6.36
H -5.46 0.07 -6.83
H 5.19 7.00 0.55
H -2.14 3.50 6.22
H -1.98 -2.84 -9.86
H -0.42 -0.52 -3.03
H -0.04 -8.94 -1.40
H -6.34 -1.63 -5.41
H 9.66 -2.49 4.26
H 4.49 8.79 -1.07
H 8.02 -1.64 2.82
H 4.59 4.38 5.89
H 8.12 3.46 7.44
H 5.22 -1.65 -5.48
H -3.47 6.00 9.22
H 7.44 4.93 6.54
H -3.06 10.31 -0.68
H -2.92 6.22 -0.26
H 7.12 0.30 -5.74
H -4.13 -5.98 2.73
H 6.58 3.78 9.23
H -9.99 2.28 3.31
H -5.32 -5.06 3.60
H -9.06 0.97 5.08
H -5.75 -7.13 4.67
H 6.23 2.12 6.70
H 6.56 -3.62 -5.51
H -1.42 -2.11 -1.31
H 7.97 -2.78 5.58
H -1.64 0.06 -1.86
H 6.51 -3.28 -3.81
H 4.19 2.98 6.85
H 8.30 -4.51 5.40
H -6.89 1.00 -6.28
H -7.96 -0.99 -5.64
H 6.85 5.47 8.75
H -7.52 1.89 5.15
H -2.03 -6.81 -8.96
H 0.31 -2.19 -1.71
H -6.28 0.36 -8.86
H 8.45 -2.97 1.67
H 7.08 -1.04 -6.86
H -0.94 -0.78 0.77
H -4.89 -7.99 3.46
H -7.98 0.50 -8.28
H 6.43 3.08 5.30
H 2.02 -8.98 0.85
H 2.57 -11.19 0.08
H 6.86 7.02 -0.08
H -3.32 7.06 7.01
H 0.53 -1.82 0.74
H -1.92 9.60 -1.83
H -4.95 6.33 7.03
H -6.21 -4.88 1.23
H -2.77 3.35 8.29
H 0.86 -7.53 -0.64
H -5.36 -6.34 0.84
H 5.91 5.19 -1.31
H -2.61 -5.06 -10.51
H 6.10 9.23 -0.64
H 6.08 -1.06 -3.97
H 9.63 -4.04 3.51
H -4.54 4.73 8.59
H -0.32 -3.31 -9.65
H -1.61 4.62 8.73
H -2.00 6.74 -1.70
H -2.85 8.33 0.74
H -9.15 3.41 4.33
*
```

Properties
LUMO energy: 0.00569 Ha
Frontier orbital gap: 9.9 eV
SMILES: O=C1CCCO1.O=C1CCCO1.O=C1CCCO1.O=C1CCCO1.O=C1CCCO1.O=C1CCCO1.O=C1CCCO1.O=C1CCCO1.O=C1CCCO1.O=C1CCCO1.C1CCOC1.C1CCOC1
E_HOMO: -9.8 eV

***

Record 3
Density functional theory data (ωB97M-V with the def2-TZVPD basis set) for C22H32IrN6O2S as an isolated structure.

The geometry in ORCA input format:
```
! wB97M-V def2-TZVPD RIJCOSX def2/J DEFGRID3
* xyz 1 1
Ir -0.03 -0.70 0.08
S 1.79 -1.28 1.48
O 0.73 1.98 -1.45
O 1.16 -0.22 -1.54
N -0.44 1.26 1.03
N -1.63 -0.08 -1.11
N 3.84 -2.89 1.24
N 3.08 -2.01 -0.73
N 0.98 0.32 -4.31
N -1.22 -1.32 1.70
C -4.56 -2.65 -0.12
C -1.75 -6.01 2.84
C -5.55 -1.91 -0.74
C -3.47 -3.14 -0.86
C -2.54 -4.81 0.90
C -5.49 -1.66 -2.11
C -2.48 0.89 -0.37
C -1.56 -5.05 1.87
C -0.66 0.96 2.46
C 1.82 1.08 -3.39
C -4.43 -2.15 -2.85
C -1.60 1.89 0.36
C -2.92 -6.76 2.87
C -3.89 -6.54 1.90
C 2.97 -2.12 0.58
C -0.12 -2.54 -0.78
C 1.20 1.00 -2.01
C -2.32 -3.79 -0.16
C -1.13 -3.28 -0.43
C -3.43 -2.89 -2.23
C -3.70 -5.58 0.92
C -1.63 -0.20 2.60
H -2.63 0.11 2.33
H -0.65 -1.98 2.22
H -4.62 -2.86 0.94
H 1.24 0.49 -5.27
H -6.27 -1.09 -2.59
H -1.20 2.60 -0.36
H -1.24 0.36 -1.94
H 0.35 1.88 0.91
H -1.66 -0.53 3.64
H -2.02 -1.85 1.39
H 1.07 -0.68 -4.14
H -0.98 -6.18 3.59
H -6.39 -1.54 -0.16
H 2.47 -1.35 -1.23
H 0.31 0.71 2.89
H 4.66 -3.27 0.80
H -2.60 -3.28 -2.81
H 3.74 -3.01 2.23
H -2.21 2.45 1.08
H -1.05 1.83 3.00
H -3.15 1.41 -1.05
H 0.54 -2.85 -1.59
H -3.06 -7.51 3.63
H -4.80 -7.13 1.91
H -4.38 -1.98 -3.92
H -2.20 -0.87 -1.42
H 2.86 0.74 -3.33
H -4.46 -5.42 0.17
H 3.76 -2.55 -1.25
H -3.10 0.31 0.31
H -0.63 -4.48 1.83
H 1.82 2.13 -3.69
*
```

Properties
LUMO energy: -0.07566 Ha
Frontier orbital gap: 8.1 eV
E_HOMO: -10.2 eV

***

Record 4
Density functional theory data (ωB97M-V with the def2-TZVPD basis set) for C5H5NO in the gas phase.

The geometry in ORCA input format:
```
! wB97M-V def2-TZVPD RIJCOSX def2/J DEFGRID3
* xyz 0 1
O -2.63 -0.40 0.85
N 1.24 -2.06 -1.61
C -1.47 -0.58 0.58
C 0.94 -1.01 -1.23
C 0.60 0.32 -0.77
C -0.58 0.54 0.17
C 0.83 0.67 0.67
H -1.05 -1.61 0.63
H 1.16 1.68 0.90
H 0.76 1.10 -1.50
H -1.13 1.46 0.02
H 1.25 -0.11 1.31
*
```

Properties
LUMO energy: 0.02482 Ha
Frontier orbital gap: 11.0 eV
SMILES: N#C[C@@H]1C[C@@H]1C=O
E_HOMO: -10.3 eV

***

Record 5
Density functional theory data (ωB97M-V with the def2-TZVPD basis set) for a 2-piece molecular cluster, C25H22F2O2 overall at a distorted geometry.

The geometry in ORCA input format:
```
! wB97M-V def2-TZVPD RIJCOSX def2/J DEFGRID3
* xyz 0 1
F -3.97 2.93 2.60
F 3.94 2.67 3.16
O -0.14 -2.97 5.91
O 0.45 -4.17 4.08
C 4.38 -0.05 0.78
C 3.29 -0.86 1.08
C -1.30 -1.15 2.42
C 4.56 -5.18 3.64
C 1.16 -1.20 2.39
C -1.54 -3.33 5.73
C 4.64 1.13 1.49
C -3.89 1.56 2.54
C 3.29 -3.55 4.98
C 2.63 0.72 2.82
C -0.06 -0.56 2.64
C -3.77 -1.20 2.35
C 2.10 -2.88 5.26
C 5.75 -3.55 5.01
C -5.00 -0.56 2.46
C 3.74 1.49 2.49
C -5.08 0.84 2.57
C -2.56 -0.46 2.38
C 4.54 -3.05 5.48
C -2.26 -2.63 6.87
C 5.76 -4.57 4.04
C -2.64 0.96 2.39
C 0.78 -3.42 5.00
C 3.34 -4.70 4.10
C 2.37 -0.47 2.09
H 4.57 -6.02 2.95
H -1.91 -2.96 4.77
H -3.71 -2.29 2.24
H 6.69 -3.14 5.38
H -1.89 -1.61 7.01
H 1.18 -2.29 2.24
H 3.11 -1.79 0.53
H -2.11 -3.18 7.80
H 1.96 1.03 3.62
H -3.34 -2.58 6.68
H 5.05 -0.33 -0.04
H -6.04 1.35 2.63
H -0.03 0.47 3.01
H 6.71 -4.90 3.60
H -5.91 -1.15 2.44
H 5.50 1.76 1.28
H -1.35 -2.23 2.23
H 4.52 -2.21 6.19
H 2.12 -1.93 5.78
H -1.66 -4.42 5.81
H -1.75 1.58 2.29
H 2.39 -5.10 3.74
*
```

Properties
LUMO energy: -0.09675 Ha
Frontier orbital gap: 3.4 eV
E_HOMO: -6.0 eV

***

Record 6
Density functional theory data (ωB97M-V with the def2-TZVPD basis set) for C3H4N2O in the gas phase at a distorted geometry.

The geometry in ORCA input format:
```
! wB97M-V def2-TZVPD RIJCOSX def2/J DEFGRID3
* xyz 0 1
O -1.62 -0.92 0.99
N -1.03 1.03 -0.02
N 1.88 0.33 -1.76
C 0.67 -0.71 0.31
C -0.79 -0.23 0.44
C 1.38 -0.15 -0.84
H 1.20 -0.43 1.23
H -0.36 1.52 -0.59
H -1.98 1.35 -0.01
H 0.65 -1.80 0.26
*
```

Properties
LUMO energy: 0.02538 Ha
Frontier orbital gap: 11.3 eV
SMILES: N#CCC(N)=O
E_HOMO: -10.6 eV

***

For each record above, in turn, the calculated relative energy (zero: lowest compared OMol25 entry of this formula, charge and spin) values are 52.02 125.98 3.78 31.29 13.18 3.59 kcal per mole.